{
  "formula": "C24H35O4Si",
  "method": "ωB97M-V/def2-TZVPD",
  "species": ["C", "C", "C", "C", "O", "C", "C", "O", "Si", "C", "C", "C", "H", "H", "H", "H", "H", "H", "H", "H", "H", "H", "H", "H", "H", "H", "H", "H", "H", "H", "H", "H", "C", "O", "C", "C", "C", "C", "C", "C", "C", "C", "C", "O", "C", "C", "C", "C", "C", "H", "H", "H", "H", "H", "H", "H", "H", "H", "H", "H", "H", "H", "H", "H"],
  "coordinates": [[-4.433, 4.261, 2.021], [-3.304, 3.482, 2.751], [-2.104, 3.231, 1.827], [-0.959, 2.410, 2.394], [-0.490, 1.521, 1.217], [0.622, 0.914, 1.387], [0.764, -0.300, 0.418], [1.532, 1.449, 2.112], [3.196, 2.003, 1.937], [3.613, 3.005, 3.432], [4.280, 0.468, 1.954], [3.280, 3.139, 0.473], [-5.308, 4.346, 2.681], [-4.085, 5.271, 1.765], [-4.733, 3.751, 1.097], [-2.978, 4.041, 3.640], [-3.699, 2.531, 3.128], [-2.474, 2.839, 0.872], [-1.701, 4.201, 1.514], [-0.142, 3.071, 2.735], [-1.286, 1.725, 3.195], [1.789, -0.671, 0.593], [0.593, 0.155, -0.560], [4.661, 3.372, 3.407], [2.969, 3.878, 3.492], [3.507, 2.420, 4.348], [5.336, 0.731, 1.768], [4.216, 0.012, 2.957], [3.974, -0.282, 1.191], [4.295, 3.277, 0.060], [2.649, 2.781, -0.364], [2.929, 4.115, 0.780], [3.596, -4.669, -4.734], [3.770, -4.579, -3.313], [2.879, -3.854, -2.582], [2.948, -3.987, -1.171], [2.081, -3.274, -0.369], [1.100, -2.458, -0.918], [0.135, -1.639, 0.025], [-1.313, -1.618, -0.400], [-2.136, -0.971, 0.505], [-3.426, -0.698, 0.208], [-3.968, -1.086, -1.062], [-5.189, -0.559, -1.422], [-5.615, -0.845, -2.783], [-3.159, -1.917, -1.917], [-1.865, -2.163, -1.576], [1.017, -2.322, -2.325], [1.881, -3.008, -3.180], [4.391, -5.331, -5.052], [2.615, -5.102, -4.987], [3.698, -3.679, -5.198], [3.666, -4.669, -0.758], [2.118, -3.407, 0.687], [0.256, -1.946, 1.093], [-1.776, -0.735, 1.522], [-4.078, -0.133, 0.890], [-6.582, -0.357, -2.871], [-4.908, -0.419, -3.505], [-5.729, -1.922, -2.944], [-3.640, -2.274, -2.831], [-1.308, -2.841, -2.193], [0.223, -1.745, -2.805], [1.810, -2.942, -4.254]],
  "forces_ev_per_angstrom": [[0.51, -0.19, 0.46], [-0.15, 0.08, -0.04], [-0.31, 0.82, -0.55], [-0.41, 0.32, -0.72], [-0.40, 0.67, 2.37], [-0.70, -1.13, -1.90], [2.89, 2.24, -0.93], [-0.52, -0.80, -0.38], [1.67, -0.27, 0.20], [0.01, -0.06, 0.31], [-0.42, -0.20, -0.46], [-0.31, -0.63, -0.85], [0.24, 0.04, -0.28], [-0.17, -0.23, 0.02], [0.05, 0.08, 0.23], [-0.11, -0.04, -0.18], [0.05, 0.01, -0.13], [0.11, -0.53, 0.31], [0.01, 0.03, 0.18], [-0.25, -0.70, -0.26], [0.31, 0.09, -0.49], [-0.04, 0.89, -0.52], [1.02, 1.14, -0.09], [-0.55, -0.30, -0.23], [-0.07, 0.17, 0.16], [-0.03, 0.10, 0.03], [-0.45, -0.03, 0.06], [0.02, 0.07, -0.38], [0.30, 0.39, 0.50], [-0.31, -0.26, 0.37], [0.26, 0.25, 0.27], [-0.20, 0.28, 0.01], [-0.28, 0.25, 0.48], [-0.40, 0.18, 0.27], [-0.78, 0.47, -0.25], [-0.13, 0.30, -1.44], [-0.28, -0.01, -0.71], [-0.89, 1.56, 0.05], [-0.22, -2.44, 1.79], [0.55, -0.13, 0.09], [0.29, -0.19, 0.72], [-2.61, 0.36, -1.37], [1.04, 0.22, -0.05], [0.86, -0.97, -0.36], [0.07, 0.20, 0.77], [-2.83, 1.55, 0.66], [0.94, -0.03, 1.08], [0.15, -0.22, 0.13], [1.12, -0.97, 1.57], [0.04, -0.01, -0.22], [0.29, 0.12, 0.10], [0.05, -0.24, 0.01], [0.27, -0.16, 0.12], [0.08, -0.05, 0.68], [-0.78, -1.95, -0.87], [-0.03, 0.04, -0.70], [0.30, -0.35, -0.32], [0.04, -0.04, -0.07], [-0.09, -0.10, 0.15], [-0.01, 0.18, 0.04], [0.61, -0.11, 0.30], [0.23, 0.01, -0.11], [0.47, 0.11, 0.37], [-0.13, 0.13, 0.01]],
  "total_charge": 1,
  "lumo_ha": -0.127,
  "fmax_ev_per_a": 3.78,
  "gap_ev": 7.1
}